Record 1
DFT (the ωB97M-V functional and the def2-TZVPD basis) results for one molecule with the formula C4H9N at a distorted geometry.

Geometry (Å):
H (3.31, -0.11, -0.06)
H (2.45, -0.11, 1.39)
C (-1.88, 0.78, 0.04)
N (2.44, 0.12, 0.41)
C (1.28, -0.20, -0.27)
C (0.16, -0.72, 0.33)
H (-2.34, 0.57, 1.01)
H (-2.68, 1.01, -0.66)
H (-0.34, 0.16, -1.32)
H (1.45, -0.31, -1.34)
H (-1.70, -1.28, -0.57)
H (0.15, -1.18, 1.31)
H (-1.26, 1.68, 0.15)
C (-1.05, -0.41, -0.43)

Computed properties:
HOMO level: -0.28638 Eh
lowest unoccupied orbital energy: 1.20 eV
relative energy (zero: lowest compared OMol25 entry of this formula, charge and spin): 175.7 kJ/mol
2S+1: 1
SMILES: CC/C=C/N
orbital gap: 8.99 eV

---

Record 2
DFT (the ωB97M-V functional and the def2-TZVPD basis) results for a 11-piece molecular cluster, ClH20O14 overall at a distorted geometry.

Geometry (Å):
H (-1.43, -2.29, 0.60)
O (-1.81, 1.55, 1.50)
H (0.68, 0.78, 1.33)
H (-1.41, 0.69, 1.71)
H (-2.75, -1.50, -1.05)
H (-0.85, 3.09, -0.40)
H (-1.71, -1.31, 2.78)
H (3.29, 2.85, -0.25)
O (-2.56, -1.08, -0.20)
H (4.13, -1.38, 0.41)
O (3.61, -0.59, 0.66)
H (-1.84, -0.53, -0.44)
Cl (0.56, 0.33, -1.53)
O (1.52, -3.05, -0.33)
O (0.39, 1.78, -1.89)
H (-1.14, -3.65, -0.15)
H (-0.20, -1.14, 2.58)
O (-1.24, -3.23, 0.72)
O (1.98, -0.06, -1.57)
H (-2.06, -0.21, -3.33)
H (3.06, -0.37, -0.10)
O (1.12, 1.44, 1.88)
H (-0.52, 2.95, 1.01)
O (2.50, 3.14, -0.70)
O (-2.92, 0.13, -3.13)
O (-0.37, 3.56, 0.26)
O (0.08, 0.14, -0.07)
H (-2.71, 1.46, 1.83)
H (2.43, -3.22, -0.52)
O (-1.07, -0.72, 2.43)
H (2.11, 2.36, -1.02)
O (-0.28, -0.52, -2.48)
H (-2.91, 0.35, -2.17)
H (1.12, -2.68, -1.09)
H (1.23, 0.96, 2.72)

Computed properties:
HOMO level: -0.23838 Eh
total charge: -1
lowest unoccupied orbital energy: 2.63 eV
relative energy (zero: lowest compared OMol25 entry of this formula, charge and spin): 191.8 kJ/mol
2S+1: 1
orbital gap: 9.12 eV

---

Record 3
DFT (the ωB97M-V functional and the def2-TZVPD basis) results for a 15-piece molecular cluster, C6H39NO14 overall at a distorted geometry.

Geometry (Å):
H (0.98, 5.02, -0.13)
H (-0.93, -0.88, 3.82)
O (3.87, 0.91, 0.83)
O (1.68, 2.09, -1.13)
H (-1.57, 1.05, 0.90)
H (-0.49, -3.10, 3.07)
H (4.01, 0.47, -2.95)
C (-0.01, -0.54, -0.56)
O (-1.80, -2.78, -3.66)
H (-0.92, 0.03, -0.77)
O (-2.54, 4.02, 0.47)
H (-3.14, -1.28, -3.29)
H (1.16, -2.50, 2.48)
H (0.70, -0.63, -2.49)
C (-1.55, 0.50, 1.84)
H (2.39, 2.48, -1.65)
O (-1.94, -3.60, 0.77)
H (-2.19, 4.24, 1.33)
O (0.25, 3.73, 1.97)
H (0.90, 3.86, -0.98)
O (1.88, 1.72, 2.85)
H (1.16, 1.42, -1.57)
H (-2.54, 0.10, -3.84)
O (3.27, 0.30, -2.37)
O (2.92, -1.71, 1.18)
H (1.58, -1.78, -1.41)
O (-0.92, 0.92, -3.35)
H (3.58, -2.35, 1.47)
H (-1.14, -3.39, -3.32)
H (1.04, -4.29, -0.01)
C (0.34, -2.39, 3.16)
H (3.38, -0.87, 1.25)
H (1.92, 1.09, 3.58)
H (-0.87, 0.17, -2.75)
H (-2.46, -3.63, 1.57)
H (0.62, -2.67, 4.19)
O (-4.22, -0.19, -0.60)
H (-1.59, -1.98, -3.17)
H (-1.88, 3.61, -0.08)
C (0.22, -0.93, 0.84)
H (-3.97, -0.39, -1.51)
O (0.30, -4.87, -0.17)
H (4.15, 1.71, 1.29)
H (3.38, -0.35, -1.68)
H (1.01, -1.65, 0.86)
H (-0.10, 3.45, 2.83)
H (-1.24, -4.27, 0.79)
C (0.83, -1.00, -1.48)
H (-1.49, 1.26, 2.63)
H (-0.01, 0.97, -3.67)
H (0.02, -4.70, -1.07)
O (0.53, 4.76, -0.94)
C (-0.50, -0.53, 1.91)
H (-4.49, 0.73, -0.68)
N (-0.14, -1.00, 3.21)
H (1.13, 3.32, 2.06)
H (-2.56, 0.09, 1.91)
H (2.01, 1.11, 2.13)
H (3.48, 1.33, 0.04)
O (-3.19, -0.32, -3.26)

Computed properties:
HOMO level: -0.28785 Eh
lowest unoccupied orbital energy: -0.25 eV
relative energy (zero: lowest compared OMol25 entry of this formula, charge and spin): 508.9 kJ/mol
2S+1: 1
orbital gap: 7.58 eV

---

Record 4
DFT (the ωB97M-V functional and the def2-TZVPD basis) results for C19H18Cl2N2O3PdS2 as an isolated structure.

Geometry (Å):
C (-1.31, -2.80, -2.67)
H (1.01, 1.54, -4.15)
H (0.78, -3.23, -0.04)
O (1.82, 2.94, 1.03)
Pd (-0.29, 0.31, 0.58)
C (-2.16, -1.70, -0.73)
C (-0.51, 4.50, -3.42)
C (-0.07, -2.88, -0.62)
H (3.46, 3.04, 3.12)
C (2.19, -1.03, 4.83)
S (-3.28, -0.58, 0.00)
H (0.26, 3.65, -5.22)
C (-2.29, -2.03, -2.07)
H (1.30, -3.51, -3.49)
C (-1.05, -2.13, 0.01)
C (2.86, 1.16, 3.91)
H (-4.47, -0.78, 2.01)
H (-2.85, -1.53, 2.14)
H (2.05, -0.63, 5.82)
N (2.05, 0.05, 3.83)
Cl (0.92, 0.65, -1.51)
S (-0.55, 2.97, 0.25)
C (1.13, -0.05, 2.84)
C (-3.73, -1.41, 1.51)
H (1.42, -1.78, 4.63)
H (-1.00, -2.01, 1.09)
H (-0.84, 5.42, -3.88)
C (-0.70, 4.31, -2.06)
C (0.11, 3.51, -4.16)
C (-0.18, -3.22, -1.97)
H (0.45, -4.97, -3.04)
Cl (-1.44, 5.54, -1.13)
C (-0.28, 3.13, -1.42)
H (3.54, 1.17, 4.75)
O (-2.35, 0.60, 0.42)
O (0.33, -0.97, 2.70)
C (1.89, 2.09, 1.93)
H (3.17, -1.48, 4.74)
H (1.68, -4.32, -1.97)
C (0.35, 2.16, -2.22)
C (2.82, 2.17, 3.03)
H (-3.15, -1.68, -2.64)
C (0.54, 2.32, -3.57)
N (1.09, 0.98, 1.91)
H (-4.18, -2.37, 1.24)
H (-1.42, -3.08, -3.71)
C (0.88, -4.05, -2.65)

Computed properties:
HOMO level (spin up / spin down): -0.54479 / -0.54813 Eh
total charge: +2
<S²>: 6.04
lowest unoccupied orbital energy (spin up / spin down): -5.67 / -9.70 eV
relative energy (zero: lowest compared OMol25 entry of this formula, charge and spin): 32.0 kJ/mol
2S+1: 5
orbital gap (spin up / spin down): 9.16 / 5.22 eV